i) Formula: C4H11ClN2
Source: the OMol25 dataset
Level of theory: ωB97M-V/def2-TZVPD

```
18
Properties=species:S:1:pos:R:3
H 2.055 0.689 1.631
H -2.430 1.175 0.921
C 0.423 -0.095 0.735
H -1.123 0.723 -1.658
C -0.506 0.053 -2.095
C 1.863 0.234 0.703
N -0.420 1.060 0.999
N -1.753 0.602 1.546
H 2.274 0.699 -0.162
H -1.892 -0.391 1.306
H -0.061 1.645 1.808
C -0.210 -0.911 -0.894
H 0.060 -0.815 1.516
Cl 0.938 -2.133 -1.394
H 0.457 0.205 -2.377
H 2.391 -0.767 0.733
H -1.094 -1.403 -0.411
H -0.973 -0.568 -2.909
```

Computed properties:
lowest unoccupied orbital energy = 1.0 eV

Results of the Löwdin charge analysis, in e, for atoms 1 through 4: 0.06 0.10 -0.36 0.02

***

ii) Formula: C4H11ClN2
Source: the OMol25 dataset
Level of theory: ωB97M-V/def2-TZVPD

```
18
Properties=species:S:1:pos:R:3
H -2.740 2.325 -0.540
H 0.669 -1.823 -1.741
H 0.799 0.426 1.900
H -2.249 1.087 -1.502
H 0.096 -1.209 2.037
H -0.925 -0.081 1.048
H 2.419 0.186 -1.073
H 0.885 0.465 -1.755
H -0.759 -2.100 -0.900
C 0.700 -0.619 0.054
C 0.310 -1.867 -0.699
C 0.363 -0.378 1.360
N -2.124 1.518 -0.668
H 1.373 1.430 -0.416
H 0.824 -2.819 -0.458
Cl -3.345 -0.576 0.487
N -2.203 0.809 0.511
C 1.385 0.421 -0.795
```

Computed properties:
lowest unoccupied orbital energy = -0.3 eV

Results of the Löwdin charge analysis, in e, for atoms 1 through 4: 0.07 0.07 0.08 0.00

***

Which of them is the most stable, and which is the least stable? i) and ii), in that order.

***

i) Formula: C3H4N4
Source: the OMol25 dataset
Level of theory: ωB97M-V/def2-TZVPD

```
11
Properties=species:S:1:pos:R:3
N 0.806 -1.540 0.668
C 1.274 -1.509 -0.594
N -1.149 1.366 0.524
N 0.221 0.403 -1.281
C -0.237 0.382 -0.064
C -0.017 -0.531 0.988
N 1.037 -0.623 -1.561
H -1.035 0.652 1.491
H 1.945 -2.314 -0.889
H -0.768 2.309 0.618
H -2.076 1.405 0.101
```

Computed properties:
lowest unoccupied orbital energy = 0.3 eV

Results of the Löwdin charge analysis, in e, for atoms 1 through 4: 0.04 -0.23 0.12 0.06

***

ii) Formula: C3H4N4
Source: the OMol25 dataset
Level of theory: ωB97M-V/def2-TZVPD

```
11
Properties=species:S:1:pos:R:3
C 0.868 0.031 -0.061
H 0.778 -2.024 -0.056
N -1.215 1.157 -0.009
N -1.835 -0.065 0.069
C 0.127 1.184 -0.042
H 2.795 0.748 -0.138
C 0.159 -1.171 -0.103
N 2.192 0.017 0.093
H 2.674 -0.947 0.169
N -1.138 -1.138 0.025
H 0.804 2.170 0.013
```

Computed properties:
SMILES string = Nc1cnnnc1
lowest unoccupied orbital energy = 0.4 eV

Results of the Löwdin charge analysis, in e, for atoms 1 through 4: -0.37 0.10 0.03 -0.05

***

iii) Formula: C3H4N4
Source: the OMol25 dataset
Level of theory: ωB97M-V/def2-TZVPD

```
11
Properties=species:S:1:pos:R:3
C 0.900 -0.450 0.165
H -0.612 1.963 0.422
H -2.064 0.142 1.082
H 1.730 -0.097 0.873
N 0.461 0.673 -0.747
N 1.839 -2.341 -1.434
H -1.596 1.325 -0.985
N 1.538 -1.529 -0.757
C -1.125 0.019 0.642
N -0.264 -0.860 0.950
C -0.807 1.154 -0.210
```

Computed properties:
lowest unoccupied orbital energy = -0.5 eV

Results of the Löwdin charge analysis, in e, for atoms 1 through 4: -0.40 0.09 0.09 0.14

***

Which of them is the most stable, and which is the least stable? ii) and iii), in that order.

***

i) Formula: CH5N4O2
Source: the OMol25 dataset
Level of theory: ωB97M-V/def2-TZVPD

```
12
Properties=species:S:1:pos:R:3
H 0.469 -0.622 0.789
C -2.140 0.387 0.570
O 1.275 -0.404 -0.328
H 2.275 0.240 -2.412
N 1.398 0.710 -2.157
H 0.110 -0.403 2.545
N -1.499 -0.131 1.447
H -0.456 -1.789 1.810
H 0.997 1.403 -2.779
O -2.915 0.930 -0.072
N 0.779 0.459 -1.088
N -0.293 -0.779 1.675
```

Computed properties:
lowest unoccupied orbital energy = -4.2 eV
net charge = +1

Results of the Löwdin charge analysis, in e, for atoms 1 through 4: 0.10 -0.29 -0.05 0.16

***

ii) Formula: CH5N4O2
Source: the OMol25 dataset
Level of theory: ωB97M-V/def2-TZVPD

```
12
Properties=species:S:1:pos:R:3
H 1.235 1.590 -1.557
N 0.046 1.496 0.565
H 0.247 2.473 0.502
N 0.743 0.652 -1.458
N -0.154 -0.722 0.233
H 0.844 -0.136 -2.161
N 0.109 -2.080 -0.400
H -1.467 -1.482 1.460
H -0.382 1.347 1.549
O -0.929 -0.727 1.407
C 0.284 0.472 -0.225
O -0.577 -2.883 0.086
```

Computed properties:
SMILES string = NC(N)=[N+](O)N=O
lowest unoccupied orbital energy = -5.2 eV
net charge = +1

Results of the Löwdin charge analysis, in e, for atoms 1 through 4: 0.18 0.21 0.14 0.20

***

Which of them is the most stable, and which is the least stable? i) and ii), in that order.

***

i) Formula: C2H6N3O
Source: the OMol25 dataset
Level of theory: ωB97M-V/def2-TZVPD

```
12
Properties=species:S:1:pos:R:3
N 1.582 -1.147 -0.730
H -0.361 2.259 0.324
C -1.381 1.753 0.605
H -2.385 0.049 0.636
H 1.411 -1.456 -1.758
C -0.503 -0.617 0.243
H -2.167 2.452 0.773
H 1.506 -1.948 -0.200
N 0.558 -0.174 -0.382
N -1.488 0.519 0.637
O -0.852 -1.782 0.273
H 2.357 -0.661 -0.452
```

Computed properties:
SMILES string = C=[NH+]/C([O-])=N/[NH3+]
lowest unoccupied orbital energy = -5.0 eV
net charge = +1

Results of the Löwdin charge analysis, in e, for atoms 1 through 4: 0.20 0.17 0.16 0.17

***

ii) Formula: C2H6N3O
Source: the OMol25 dataset
Level of theory: ωB97M-V/def2-TZVPD

```
12
Properties=species:S:1:pos:R:3
H 1.099 -0.204 -1.996
N -1.659 0.812 0.479
H -2.543 1.159 0.076
C 0.501 -1.676 1.185
H 0.062 -2.620 1.304
C -0.615 0.817 -0.199
H 1.750 1.400 -2.097
H 1.025 -1.226 2.060
N 0.287 1.141 -0.857
O 0.488 -1.109 0.141
N 1.268 0.671 -1.598
H -1.664 0.834 1.501
```

Computed properties:
lowest unoccupied orbital energy = -3.8 eV
net charge = +1

Results of the Löwdin charge analysis, in e, for atoms 1 through 4: 0.10 0.23 0.17 -0.05

***

Which of them is the most stable, and which is the least stable? i) and ii), in that order.

***

i) Formula: C6H9NaO4
Source: the OMol25 dataset
Level of theory: ωB97M-V/def2-TZVPD

```
20
Properties=species:S:1:pos:R:3
O -0.929 1.204 2.583
H 0.320 0.015 1.129
C -1.847 0.662 1.923
H -0.466 -1.784 0.711
H 0.570 -3.359 -1.506
H 1.017 -2.922 0.184
O 0.196 2.255 -0.937
H -0.703 -0.068 -1.507
H 1.978 -1.115 -1.906
C 1.059 -1.310 -1.342
C -0.307 -0.703 0.578
Na -2.512 2.575 3.504
O -3.008 1.126 1.807
H 0.730 3.053 -0.913
O -1.597 -0.389 1.108
C 1.045 1.137 -1.117
C 0.842 -2.547 -0.825
C 0.247 -0.150 -0.959
H 1.489 1.168 -2.127
H 1.875 1.151 -0.390
```

Computed properties:
lowest unoccupied orbital energy (alpha / beta) = -0.8 / -0.8 eV

Results of the Löwdin charge analysis, in e, for atoms 1 through 4: -0.07 0.12 -0.78 0.11

***

ii) Formula: C6H9NaO4
Source: the OMol25 dataset
Level of theory: ωB97M-V/def2-TZVPD

```
20
Properties=species:S:1:pos:R:3
H 2.275 1.383 -2.760
H 2.074 1.609 -1.002
H -2.093 -0.061 0.229
H 1.086 2.561 -2.140
O 0.166 -2.429 -0.382
O 0.972 -0.740 -1.483
H 0.132 0.302 -2.987
C 1.544 1.578 -1.964
C 0.586 -1.282 -0.337
C 0.462 0.522 -1.965
H -1.691 0.043 3.297
O 0.683 -1.313 2.096
C -1.571 0.103 1.182
H -0.412 0.812 -1.371
H 1.691 0.146 1.064
O -0.296 0.555 1.077
Na -0.967 -2.735 1.651
C 0.787 -0.490 1.110
H -3.236 -0.439 2.342
C -2.191 -0.125 2.342
```

Computed properties:
lowest unoccupied orbital energy = -0.5 eV

Results of the Löwdin charge analysis, in e, for atoms 1 through 4: 0.08 0.08 0.12 0.08

***

Which of them is the most stable, and which is the least stable? ii) and i), in that order.

***

i) Formula: C2HCl3FN
Source: the OMol25 dataset
Level of theory: ωB97M-V/def2-TZVPD

```
8
Properties=species:S:1:pos:R:3
C 0.150 -0.626 0.621
Cl -1.332 -0.917 1.553
Cl 0.457 -2.198 -0.157
F 0.297 2.176 0.688
Cl 1.437 -0.050 1.656
C -0.096 0.300 -0.453
H -0.523 1.021 -2.266
N -0.390 0.294 -1.644
```

Computed properties:
lowest unoccupied orbital energy = -1.6 eV

Results of the Löwdin charge analysis, in e, for atoms 1 through 4: -1.60 0.63 0.62 -0.48

***

ii) Formula: C2HCl3FN
Source: the OMol25 dataset
Level of theory: ωB97M-V/def2-TZVPD

```
8
Properties=species:S:1:pos:R:3
Cl -0.346 -0.965 -0.974
Cl -1.700 -0.707 1.661
C 2.602 0.289 -0.014
F 2.734 -0.965 0.190
H -1.108 0.957 0.245
Cl -3.188 0.060 -0.910
N 2.583 1.418 -0.176
C -1.576 -0.087 -0.021
```

Computed properties:
SMILES string = ClC(Cl)Cl.N#CF
lowest unoccupied orbital energy = 0.1 eV

Results of the Löwdin charge analysis, in e, for atoms 1 through 4: 0.52 0.49 -0.37 0.15

***

Which of them is the most stable, and which is the least stable? ii) and i), in that order.

***

i) Formula: C4H6FN3
Source: the OMol25 dataset
Level of theory: ωB97M-V/def2-TZVPD

```
14
Properties=species:S:1:pos:R:3
N -0.223 0.271 0.339
H -0.721 -0.100 2.374
H -1.932 0.992 1.527
H 1.264 2.291 -1.637
C -0.204 -0.844 -0.339
N 0.289 1.452 -0.220
N -0.344 -2.097 -0.009
C 1.500 0.055 -1.582
C 1.001 1.314 -1.305
H -0.424 1.569 1.908
F 1.835 -0.351 -2.788
H -0.607 -2.782 -0.751
H -0.601 -2.409 0.867
C -0.832 0.638 1.616
```

Computed properties:
lowest unoccupied orbital energy = 0.6 eV

Results of the Löwdin charge analysis, in e, for atoms 1 through 4: -0.17 0.07 0.12 0.10

***

ii) Formula: C4H6FN3
Source: the OMol25 dataset
Level of theory: ωB97M-V/def2-TZVPD

```
14
Properties=species:S:1:pos:R:3
H -1.444 -2.097 -0.278
F 3.224 -0.727 -0.229
H 2.329 1.869 0.776
H -2.601 0.124 0.338
H -1.658 1.739 0.779
C 1.766 1.029 0.464
C 2.325 -0.233 0.513
N -0.518 -1.968 -0.513
C 0.100 -0.852 -0.259
C -1.792 0.894 0.084
N 0.531 1.346 0.405
N -0.382 0.370 -0.060
H 0.045 -2.640 -1.044
H -1.924 1.147 -0.978
```

Computed properties:
lowest unoccupied orbital energy = 0.7 eV

Results of the Löwdin charge analysis, in e, for atoms 1 through 4: 0.07 0.07 0.10 0.09

***

Which of them is the most stable, and which is the least stable? i) and ii), in that order.